[1]
{
  "formula": "C3H8O2S",
  "method": "the ωB97M-V functional and the def2-TZVPD basis",
  "species": ["C", "C", "C", "O", "O", "S", "H", "H", "H", "H", "H", "H", "H", "H"],
  "xyz": [[1.3627, -2.0512, -0.3805], [-2.5058, 1.2098, 0.3723], [1.1243, 0.1838, -0.1059], [1.9742, -0.8120, -0.1086], [-1.5955, 0.2020, 0.2878], [1.8793, 1.6665, 0.0638], [2.0919, -2.6765, -0.7830], [0.4428, -1.8512, -0.9862], [1.0246, -2.3625, 0.5293], [-2.1314, 2.1073, 0.8616], [-3.4217, 0.9824, 0.8113], [-2.7001, 1.4552, -0.7570], [-0.7685, 0.6082, -0.1685], [3.2231, 1.3381, 0.3636]],
  "homo_ev": -9.169,
  "homo_lumo_gap_ev": 9.75,
  "spin_multiplicity": 1,
  "lumo_energy_ev": 0.58
}

[2]
{
  "formula": "C5H8O",
  "method": "the ωB97M-V functional and the def2-TZVPD basis",
  "species": ["O", "C", "C", "C", "C", "C", "H", "H", "H", "H", "H", "H", "H", "H"],
  "xyz": [[2.9352, -0.5330, -0.4525], [2.0761, 0.2812, -0.1896], [0.6476, 0.0109, -0.2073], [-0.2161, -1.2231, -0.3430], [-1.4172, -0.2279, -0.3652], [-0.3957, 0.8571, -0.1628], [2.3306, 1.3341, 0.0704], [-0.2292, 0.7093, 1.6434], [-0.0568, -1.7776, -1.2678], [-0.2284, -1.9247, 0.5018], [-1.8495, -0.0819, -1.3541], [-2.2227, -0.3962, 0.3627], [-0.5038, 1.9365, -0.0823], [-0.8700, 1.0352, 1.8465]],
  "homo_ev": -9.456,
  "homo_lumo_gap_ev": 9.77,
  "spin_multiplicity": 1,
  "smiles": "O=CC1=CCC1.[H][H]",
  "lumo_energy_ev": 0.31
}

[3]
{
  "formula": "C24H45N6O4RuS",
  "method": "the ωB97M-V functional and the def2-TZVPD basis",
  "species": ["Ru", "C", "C", "C", "C", "C", "C", "N", "C", "C", "N", "C", "C", "O", "O", "C", "C", "C", "C", "C", "C", "N", "C", "C", "N", "C", "C", "O", "O", "H", "H", "H", "H", "H", "H", "H", "H", "H", "H", "H", "H", "H", "H", "H", "H", "H", "H", "H", "H", "H", "H", "H", "H", "H", "H", "H", "H", "H", "H", "H", "H", "H", "H", "H", "H", "H", "H", "H", "C", "N", "C", "C", "N", "C", "S", "H", "H", "H", "H", "H", "H"],
  "xyz": [[0.8680, 0.2930, 0.2772], [-0.5287, 4.5141, -0.0324], [-0.6342, 3.0140, 0.2320], [-2.1599, 2.6317, 0.2748], [-2.8071, 1.4425, 1.0609], [-4.3064, 1.4530, 0.7962], [-2.5171, 1.5112, 2.5497], [-2.2655, 0.1494, 0.4328], [-2.2472, -1.2208, 1.0378], [-1.2723, -2.1328, 0.2565], [0.2122, -1.9327, 0.3909], [0.6331, -2.2924, 1.7583], [0.3788, -1.1504, 2.7252], [0.5114, -1.3003, 3.9248], [0.0523, -0.0151, 2.1667], [0.9453, -2.6809, -0.7326], [1.5551, -3.9973, -0.2534], [1.8997, -1.8905, -1.6978], [3.1271, -1.0226, -1.3309], [3.9579, -1.6163, -0.1990], [3.9929, -0.8757, -2.5810], [2.7319, 0.3652, -0.8412], [2.3774, 1.4765, -1.7819], [1.5760, 2.6283, -1.0952], [0.1578, 2.2295, -0.7954], [-0.5746, 2.0762, -2.0738], [-1.2014, 0.6998, -2.0053], [-2.3870, 0.4927, -2.2147], [-0.3508, -0.1743, -1.5737], [-1.0158, 5.0698, 0.7674], [-1.0153, 4.7891, -0.9699], [0.5098, 4.8416, -0.0736], [-0.1640, 2.7964, 1.1964], [-2.5539, 2.6039, -0.7433], [-2.6320, 3.5058, 0.7262], [-4.7447, 2.3758, 1.1732], [-4.7945, 0.6240, 1.3112], [-4.5238, 1.3849, -0.2719], [-2.9643, 2.4298, 2.9299], [-1.4548, 1.5163, 2.7791], [-2.9838, 0.6844, 3.0862], [-1.3040, 0.3894, 0.2656], [-2.6571, 0.0757, -0.5224], [-3.2423, -1.6454, 0.9124], [-2.0392, -1.1429, 2.0985], [-1.5110, -2.0465, -0.8012], [-1.4997, -3.1559, 0.5729], [1.7049, -2.4779, 1.7917], [0.1422, -3.1944, 2.1303], [0.1448, -2.9588, -1.4174], [2.4375, -3.8765, 0.3714], [1.8512, -4.5775, -1.1269], [0.8270, -4.5959, 0.2941], [1.2839, -1.3150, -2.3833], [2.3169, -2.6957, -2.3079], [4.2576, -2.6322, -0.4505], [3.4112, -1.6375, 0.7451], [4.8691, -1.0352, -0.0409], [4.4186, -1.8414, -2.8506], [4.8210, -0.1880, -2.4006], [3.4187, -0.5177, -3.4363], [3.5009, 0.6914, -0.2585], [1.8057, 1.0461, -2.6014], [3.2827, 1.9150, -2.2039], [1.5903, 3.4845, -1.7747], [2.0685, 2.9201, -0.1683], [0.1173, 2.1125, -2.9115], [-1.3042, 2.8674, -2.2346], [3.4661, 4.0574, 3.4261], [2.6005, 3.0738, 4.0659], [2.0948, 3.1691, 5.3469], [1.3823, 2.0432, 5.5745], [1.4631, 1.2823, 4.4338], [2.2041, 1.9102, 3.5150], [2.6967, 1.3858, 1.9426], [3.6757, 4.8443, 4.1441], [2.9701, 4.4835, 2.5565], [4.3972, 3.5873, 3.1197], [2.2968, 4.0165, 5.9768], [0.8389, 1.7161, 6.4423], [1.0304, 0.3565, 4.3128]],
  "homo_ev": [-13.587, -13.898],
  "total_charge": 2,
  "homo_lumo_gap_ev": [9.36, 6.23],
  "spin_multiplicity": 6,
  "lumo_energy_ev": [-4.23, -7.67],
  "s_squared": 8.7600
}

[4]
{
  "formula": "C39H33Cl2N3O5STeZr",
  "method": "the ωB97M-V functional and the def2-TZVPD basis",
  "species": ["Zr", "N", "C", "C", "O", "N", "C", "C", "O", "O", "H", "H", "H", "H", "H", "H", "Cl", "C", "C", "C", "C", "C", "Cl", "C", "S", "H", "H", "H", "C", "C", "C", "C", "C", "O", "C", "C", "C", "C", "C", "C", "C", "O", "C", "C", "C", "N", "C", "C", "Te", "C", "C", "C", "C", "C", "C", "C", "C", "C", "C", "C", "C", "H", "H", "H", "H", "H", "H", "H", "H", "H", "H", "H", "H", "H", "H", "H", "H", "H", "H", "H", "H", "H", "H", "H", "H"],
  "xyz": [[1.6838, 1.8692, 0.1732], [3.7813, 1.0120, -0.5010], [4.1081, 1.6273, -1.8060], [3.6224, 3.0697, -1.8004], [4.3212, 3.9890, -2.1665], [2.3222, 3.1672, -1.3415], [1.7916, 4.5367, -1.1777], [0.6893, 4.4676, -0.1229], [-0.3618, 5.0467, -0.2273], [1.0346, 3.6374, 0.8587], [3.7160, 0.0039, -0.6236], [4.5036, 1.2315, 0.1764], [5.1709, 1.6128, -2.0339], [3.5687, 1.0789, -2.5776], [2.5827, 5.2050, -0.8309], [1.3822, 4.9426, -2.1010], [1.8561, -0.1879, 1.9440], [2.3038, 0.4135, 3.5247], [1.9612, -0.3516, 4.6205], [2.3036, 0.1154, 5.8773], [2.9720, 1.3245, 5.9941], [3.3012, 2.0621, 4.8692], [4.1366, 3.5622, 5.0965], [2.9774, 1.6345, 3.5710], [3.4051, 2.5442, 2.1481], [1.4416, -1.2912, 4.4871], [2.0494, -0.4561, 6.7593], [3.2471, 1.7095, 6.9665], [-2.9755, -3.3731, -1.9866], [-1.8139, -2.4786, -1.6367], [-0.5330, -2.7319, -2.0957], [0.5666, -1.9142, -1.7968], [1.9359, -2.2700, -2.2771], [2.8932, -1.5275, -2.1690], [2.1619, -3.6166, -2.9111], [2.8244, -3.6667, -4.1323], [3.1053, -4.8892, -4.7224], [2.7500, -6.0684, -4.0808], [2.1087, -6.0228, -2.8507], [1.8068, -4.7994, -2.2705], [0.3466, -0.7509, -1.0487], [1.2986, 0.1314, -0.8060], [-0.9540, -0.5042, -0.5467], [-2.0024, -1.3544, -0.8308], [-1.0344, 0.7589, 0.2360], [-0.7121, 1.8743, -0.3181], [-0.7897, 2.0284, -1.7819], [-2.2404, 2.2209, -2.2147], [-3.4856, 3.3819, -0.8964], [-4.5747, 1.6842, -0.2712], [-4.7188, 1.4503, 1.0963], [-5.3699, 0.3103, 1.5512], [-5.8838, -0.6087, 0.6455], [-5.7665, -0.3677, -0.7172], [-5.1206, 0.7746, -1.1728], [-1.2642, 0.7302, 1.6926], [-1.5420, -0.4658, 2.3556], [-1.7331, -0.4698, 3.7269], [-1.6276, 0.7167, 4.4451], [-1.3605, 1.9107, 3.7859], [-1.1982, 1.9252, 2.4101], [-2.6777, -4.1429, -2.6976], [-3.7916, -2.8003, -2.4304], [-3.3726, -3.8711, -1.0998], [-0.3744, -3.5956, -2.7291], [3.1182, -2.7416, -4.6122], [3.6087, -4.9225, -5.6799], [2.9812, -7.0232, -4.5352], [1.8405, -6.9406, -2.3435], [1.3132, -4.7636, -1.3063], [-2.9906, -1.1245, -0.4413], [-0.3649, 1.1894, -2.3341], [-0.2272, 2.9222, -2.0387], [-2.7432, 1.2539, -2.2545], [-2.2758, 2.6739, -3.2025], [-4.3041, 2.1516, 1.8106], [-5.4612, 0.1353, 2.6162], [-6.3810, -1.5030, 0.9989], [-6.1861, -1.0667, -1.4306], [-5.0621, 0.9616, -2.2390], [-1.5964, -1.3924, 1.8002], [-1.9547, -1.3984, 4.2375], [-1.7522, 0.7099, 5.5209], [-1.2847, 2.8361, 4.3416], [-1.0305, 2.8579, 1.8817]],
  "homo_ev": -7.713,
  "homo_lumo_gap_ev": 6.75,
  "spin_multiplicity": 1,
  "lumo_energy_ev": -0.97
}

Across the entries above, electronic energy takes the values -667.632185; -270.423424; -2063.543187; -3680.266785 Ha, respectively.
Across the entries above, ΔE to the lowest compared entry with this formula, charge and spin takes the values 93.34; 84.38; 1.30; 42.21 kcal per mole, respectively.